{"formula": "C39H121N7O18", "method": "the ωB97M-V functional and the def2-TZVPD basis", "e_homo_ev": -7.938, "total_charge": 0, "relative_energy_ev": 9.841, "spin_multiplicity": 1, "species": ["C", "C", "C", "O", "C", "N", "H", "H", "H", "H", "H", "H", "H", "H", "H", "H", "H", "C", "C", "C", "O", "C", "N", "H", "H", "H", "H", "H", "H", "H", "H", "H", "H", "H", "C", "C", "C", "O", "C", "N", "H", "H", "H", "H", "H", "H", "H", "H", "H", "H", "H", "C", "C", "C", "O", "C", "N", "H", "H", "H", "H", "H", "H", "H", "H", "H", "H", "H", "C", "C", "C", "O", "C", "N", "H", "H", "H", "H", "H", "H", "H", "H", "H", "H", "H", "C", "C", "C", "O", "C", "N", "H", "H", "H", "H", "H", "H", "H", "H", "H", "H", "H", "C", "C", "C", "O", "C", "N", "H", "H", "H", "H", "H", "H", "H", "H", "H", "H", "H", "C", "O", "H", "H", "H", "H", "C", "O", "H", "H", "H", "H", "C", "O", "H", "H", "H", "H", "C", "O", "H", "H", "H", "H", "C", "O", "H", "H", "H", "H", "C", "O", "H", "H", "H", "H", "C", "O", "H", "H", "H", "H", "C", "O", "H", "H", "H", "H", "C", "O", "H", "H", "H", "H", "C", "O", "H", "H", "H", "H", "C", "O", "H", "H", "H", "H"], "coordinates": [[-2.02969, 1.69415, -4.34396], [-1.55170, 2.60667, -5.46829], [-1.48253, 4.03151, -5.01074], [-2.76259, 4.39321, -4.54571], [-2.88493, 5.71132, -4.04538], [-0.29009, 2.08012, -5.99861], [-3.05936, 1.93012, -4.07614], [-1.35821, 1.77152, -3.48556], [-2.09595, 0.64284, -4.63771], [-2.34165, 2.53586, -6.22889], [-1.11023, 4.72757, -5.76959], [-0.72124, 4.05876, -4.21490], [-1.98823, 5.86646, -3.43726], [-3.71142, 5.72767, -3.33501], [-3.07572, 6.46113, -4.81473], [-0.32399, 1.07004, -6.06658], [-0.16248, 2.37485, -6.96166], [-3.46877, -3.68875, -1.23704], [-3.17115, -3.48996, -2.70777], [-3.83651, -2.27026, -3.34886], [-5.24324, -2.24269, -3.18717], [-5.85095, -0.99480, -3.48009], [-1.72641, -3.33444, -2.86505], [-3.05396, -2.83771, -0.68793], [-2.95299, -4.58923, -0.89950], [-4.51380, -3.76864, -0.94244], [-3.47207, -4.35481, -3.30772], [-3.57789, -2.28020, -4.41391], [-3.43869, -1.37816, -2.84964], [-5.85931, -0.89418, -4.56813], [-5.23216, -0.24426, -2.97464], [-6.85177, -0.81193, -3.09088], [-1.51252, -2.37346, -2.54937], [-1.49824, -3.34423, -3.85671], [-7.33079, -1.96950, 1.82091], [-6.61129, -1.40135, 0.62112], [-5.10997, -1.25278, 0.89504], [-4.39972, -0.67437, -0.16955], [-4.61959, 0.69479, -0.36070], [-6.90658, -2.28070, -0.52504], [-7.16315, -1.45157, 2.77181], [-6.97586, -2.97909, 2.05751], [-8.41473, -2.01520, 1.72336], [-7.02255, -0.42931, 0.33273], [-4.67432, -2.20869, 1.18763], [-5.03134, -0.59688, 1.77767], [-5.63528, 0.87455, -0.73230], [-3.93494, 1.16374, -1.06630], [-4.52927, 1.19248, 0.61517], [-6.75960, -3.22545, -0.17062], [-6.15891, -2.18644, -1.21738], [2.21567, -2.96861, -3.41383], [2.91091, -1.62802, -3.25335], [3.76284, -1.37758, -4.52986], [2.87561, -1.21143, -5.62467], [3.53782, -1.06890, -6.86299], [1.86212, -0.60744, -3.11122], [1.67830, -3.04352, -4.35730], [1.62654, -3.24977, -2.54326], [3.00234, -3.73320, -3.44095], [3.58360, -1.63377, -2.39532], [4.41560, -2.24212, -4.68120], [4.35019, -0.45938, -4.42178], [4.01435, -2.00033, -7.19185], [4.24028, -0.23739, -6.78513], [2.76545, -0.94707, -7.62355], [1.43501, -0.46821, -4.02680], [2.30267, 0.31011, -2.94675], [1.22074, -0.70367, 4.59434], [0.60621, -1.89360, 5.34457], [-0.27224, -1.47391, 6.49915], [-0.74644, -2.66173, 7.11063], [-1.45849, -2.43566, 8.30404], [-0.11247, -2.64776, 4.30664], [1.97359, -0.99584, 3.86424], [1.68344, -0.06390, 5.34991], [0.46279, -0.13105, 4.05613], [1.43375, -2.54899, 5.63385], [-1.10053, -0.84930, 6.14445], [0.31703, -0.88977, 7.21700], [-1.90781, -3.39818, 8.54366], [-2.26843, -1.70032, 8.23734], [-0.80439, -2.08724, 9.10965], [-0.69978, -1.93740, 3.85853], [-0.74458, -3.30511, 4.75897], [5.30419, 3.33541, -1.62634], [3.89258, 3.86685, -1.41590], [2.87226, 2.72395, -1.35289], [2.82593, 1.96856, -2.55909], [2.04524, 2.56138, -3.58269], [3.85082, 4.62716, -0.15387], [5.90754, 4.16695, -2.00696], [5.38156, 2.55994, -2.38676], [5.81944, 3.10858, -0.69414], [3.65790, 4.60340, -2.18454], [1.90194, 3.11293, -1.02401], [3.19241, 1.98023, -0.62029], [2.23040, 2.04922, -4.52492], [2.34893, 3.59672, -3.76548], [0.98778, 2.52364, -3.30809], [4.06655, 4.05867, 0.66068], [2.87597, 4.88346, 0.00206], [0.25548, -1.88119, -0.07104], [-0.62479, -0.70215, -0.42613], [0.04165, 0.64275, -0.05700], [0.18218, 0.86589, 1.34048], [1.38294, 0.62964, 2.01938], [-0.80452, -0.70001, -1.88150], [0.23978, -1.96670, 1.01991], [1.30208, -1.79163, -0.37274], [-0.04273, -2.84677, -0.48317], [-1.59996, -0.79138, 0.06214], [-0.49389, 1.51714, -0.43975], [1.02636, 0.69095, -0.53954], [2.23836, 1.04885, 1.46974], [1.58795, -0.43638, 2.15728], [1.40734, 1.13721, 2.98342], [-0.98564, 0.21995, -2.27771], [0.15718, -0.83883, -2.23619], [2.64935, 3.11104, 4.56409], [1.78131, 2.32327, 3.77895], [2.07647, 3.71464, 5.27391], [3.36176, 2.47985, 5.08932], [3.21293, 3.82605, 3.95381], [1.04815, 2.82226, 3.40811], [0.67085, -6.08038, -1.83847], [-0.69567, -5.69399, -1.77572], [0.72789, -7.11388, -1.49863], [1.06813, -6.02247, -2.85590], [1.31251, -5.47217, -1.19289], [-0.78299, -4.79817, -2.18252], [0.70939, 3.87591, 1.73978], [1.05140, 5.12979, 1.14836], [-0.35260, 3.92523, 2.00067], [0.79574, 3.07351, 1.00611], [1.33974, 3.60761, 2.58958], [0.98376, 5.77426, 1.85895], [4.23017, -1.12179, 4.27146], [5.61375, -0.95684, 4.53873], [3.92193, -2.11876, 4.59025], [3.62162, -0.36530, 4.76556], [4.00046, -1.00091, 3.20797], [6.12146, -1.35001, 3.82366], [-2.61647, 2.69832, 3.01285], [-1.44668, 1.93368, 3.24212], [-3.28100, 2.17253, 2.32306], [-3.17685, 2.83097, 3.93977], [-2.33658, 3.70342, 2.68321], [-1.09429, 1.61836, 2.38787], [3.37285, -2.80606, 1.58867], [3.31241, -4.21287, 1.44000], [3.62250, -2.27465, 0.66788], [2.40060, -2.42892, 1.91415], [4.16923, -2.64204, 2.31691], [2.49561, -4.52645, 1.85871], [-0.52010, -4.85097, 1.63142], [0.70565, -4.44645, 2.20113], [-1.15823, -3.99601, 1.38799], [-0.39238, -5.40224, 0.70067], [-1.04174, -5.51699, 2.32679], [0.55552, -3.74209, 2.85849], [-2.44796, 4.07843, -0.83505], [-2.57664, 5.49347, -0.72398], [-1.64971, 3.74174, -0.16777], [-3.38939, 3.60212, -0.56639], [-2.23080, 3.79248, -1.87016], [-1.68188, 5.84289, -0.76202], [4.27328, 2.41018, 3.77052], [4.37528, 3.43361, 2.78627], [3.71644, 1.53366, 3.44247], [5.28867, 2.05751, 3.96887], [3.85791, 2.79657, 4.70371], [5.27416, 3.76632, 2.77590], [5.23512, 0.73175, 0.77412], [6.06473, -0.40365, 0.93726], [5.16953, 1.03509, -0.27279], [4.26124, 0.57201, 1.23226], [5.57159, 1.67651, 1.22209], [6.88882, -0.20928, 0.48109], [-1.98321, -0.92246, 1.83763], [-2.31249, -1.11040, 3.20876], [-2.56230, -0.14274, 1.34083], [-0.92774, -0.65695, 1.77540], [-2.09609, -1.85509, 1.27557], [-3.26078, -1.21874, 3.31740]], "lowdin_charge": [-0.060, -0.437, -0.225, -0.198, -0.093, 0.053, 0.080, 0.052, 0.078, 0.141, 0.131, 0.115, 0.080, 0.087, 0.090, 0.070, 0.077, -0.031, -0.400, -0.200, -0.207, -0.095, 0.032, 0.065, 0.076, 0.065, 0.145, 0.126, 0.107, 0.090, 0.067, 0.086, 0.036, 0.091, -0.073, -0.430, -0.216, -0.210, -0.105, 0.063, 0.077, 0.082, 0.081, 0.128, 0.130, 0.119, 0.089, 0.083, 0.077, 0.068, 0.032, -0.062, -0.382, -0.195, -0.220, -0.103, 0.052, 0.083, 0.056, 0.084, 0.139, 0.124, 0.121, 0.088, 0.089, 0.086, 0.082, 0.044, -0.069, -0.376, -0.197, -0.186, -0.117, 0.062, 0.035, 0.090, 0.076, 0.142, 0.136, 0.129, 0.088, 0.086, 0.086, 0.048, 0.095, -0.060, -0.409, -0.188, -0.241, -0.093, 0.058, 0.078, 0.079, 0.062, 0.130, 0.116, 0.106, 0.082, 0.090, 0.072, 0.038, 0.040, -0.032, -0.397, -0.136, -0.260, -0.106, 0.048, 0.061, 0.084, 0.081, 0.066, 0.118, 0.119, 0.091, 0.069, 0.020, 0.042, 0.036, -0.194, -0.146, 0.121, 0.096, 0.110, 0.043, -0.177, -0.174, 0.076, 0.070, 0.066, 0.018, -0.102, -0.104, 0.079, 0.075, 0.061, 0.091, -0.185, -0.098, 0.097, 0.053, 0.046, 0.074, -0.138, -0.129, 0.062, 0.082, 0.065, 0.040, -0.166, -0.123, 0.074, 0.052, 0.056, 0.034, -0.134, -0.161, 0.060, 0.063, 0.082, 0.030, -0.138, -0.119, 0.062, 0.075, 0.063, 0.073, -0.223, -0.101, 0.100, 0.120, -0.068, 0.103, -0.160, -0.095, 0.059, 0.056, 0.068, 0.082, -0.173, -0.099, 0.083, 0.058, 0.081, 0.080]}